one:
Formula: C3H11N3O2
Source: OMol25
Level of theory: ωB97M-V with the def2-TZVPD basis set

Results
Charge ... 0
LUMO (alpha / beta) ... 0.03 / -0.01 eV
M ... 121.14 g mol⁻¹
Kohn-Sham gap (alpha / beta) ... 8.09 / 8.06 eV

Last column: natural (NBO) charge in e.
Geometry (Å):
1 C 0.90 0.55 -0.24  -0.134
2 C 1.87 -0.58 -0.38  -0.652
3 C 1.35 1.79 0.49  -0.648
4 H 0.41 0.77 -1.19  0.219
5 H -0.66 0.31 0.17  0.361
6 H 2.47 -0.71 0.52  0.215
7 H 2.54 -0.41 -1.23  0.224
8 H 1.34 -1.52 -0.57  0.232
9 H 2.08 2.34 -0.11  0.223
10 H 1.81 1.54 1.45  0.219
11 H 0.50 2.46 0.67  0.223
12 N -2.19 0.07 -0.28  0.036
13 N -2.71 -1.07 0.21  -0.658
14 O -1.72 -0.24 -1.58  -0.579
15 N -0.31 -0.21 1.20  -0.097
16 O -0.37 -1.43 1.18  -0.404
17 H -2.14 -1.07 -1.83  0.471
18 H -1.94 -1.75 0.48  0.369
19 H -3.23 -0.83 1.06  0.379

=====

two:
Formula: C3H11N3O2
Source: OMol25
Level of theory: ωB97M-V with the def2-TZVPD basis set

Results
SMILES string ... NCNC(=O)CN.O
Charge ... 0
LUMO ... 0.48 eV
M ... 121.14 g mol⁻¹
Kohn-Sham gap ... 9.58 eV

Last column: natural (NBO) charge in e.
Geometry (Å):
1 N -2.76 -0.22 0.32  -0.828
2 C -2.06 0.44 -0.79  -0.076
3 N -0.70 0.92 -0.43  -0.637
4 C 0.33 0.21 -1.00  0.663
5 O 0.20 -0.83 -1.68  -0.646
6 C 1.68 0.91 -0.87  -0.342
7 N 2.65 0.04 -0.18  -0.828
8 H -2.87 0.31 1.11  0.350
9 H -2.31 -1.04 0.64  0.356
10 H -2.74 1.21 -1.25  0.189
11 H -2.00 -0.09 -1.67  0.228
12 H -0.51 1.61 0.28  0.405
13 H 1.81 1.98 -0.69  0.214
14 H 2.01 0.84 -1.90  0.223
15 H 2.59 -0.90 -0.65  0.365
16 H 2.44 -0.19 0.80  0.362
17 O 0.74 -1.24 2.74  -0.924
18 H 0.60 -1.84 1.97  0.461
19 H 0.88 -2.09 3.27  0.464

=====

Verdict on stability: one comes out at the bottom.